Entry 1:
Computed, not measured: a gas-phase ion, C4H7O2S (charge -1), with wB97M-V/def2-TZVPD.

Last column: Löwdin charge in e.
CARTESIAN COORDINATES (ANGSTROEM)
S (-1.23200, -1.12382, 0.60448)  0.711
O (-2.24936, 1.35587, 0.37883)  -0.061
O (-3.47305, -0.19982, -0.66786)  -0.065
C (1.56312, -0.68469, 0.82599)  -0.182
C (-2.58103, 0.26695, -0.00775)  -0.953
C (0.28163, -0.01156, 0.43766)  -0.700
C (0.44323, 0.44539, -1.06570)  -0.126
H (1.34933, -1.37744, 1.58537)  0.021
H (2.24309, 0.06358, 1.22886)  0.065
H (0.11729, 0.87015, 0.98492)  0.059
H (0.05714, -0.25422, -1.72481)  0.039
H (2.02600, -1.24126, -0.09869)  0.108
H (-0.05899, 1.30897, -1.25859)  0.026
H (1.51360, 0.58193, -1.22271)  0.059

Forces on the atoms, in the same order (eV/Å):
S 0.9 0.7 -0.2
O 0.4 1.4 0.5
O -0.8 -0.7 -0.4
C 0.7 -0.6 -1.8
C 0.5 -0.7 0.1
C -1.0 -0.9 -2.7
C 1.7 -1.0 2.6
H 0.1 -1.2 1.1
H 0.4 0.0 -0.2
H -0.4 0.9 1.0
H -0.5 -1.8 -1.2
H -0.7 1.0 1.9
H -1.4 2.7 -0.4
H 0.0 0.2 -0.4

SMILES: CC(C)SC(=O)[O-]
E_LUMO: 0.138 hartree
net charge: -1
E_HOMO: -3.93 eV
multiplicity: 1
orbital gap: 7.699 eV
energy relative to the best compared isomer or geometry (same formula, charge and spin): 0.0 kcal/mol

---

Entry 2:
Computed, not measured: a gas-phase ion, C4H7O3PS (charge -2), with wB97M-V/def2-TZVPD.

Last column: Löwdin charge in e.
CARTESIAN COORDINATES (ANGSTROEM)
S (1.22132, 1.59125, -0.20680)  0.711
P (3.22097, -0.39054, 1.06913)  -0.112
O (4.06324, 0.45085, 0.12020)  -0.486
O (3.76185, -0.41164, 2.46269)  -0.487
O (2.80397, -1.72932, 0.50376)  -0.473
C (-1.10261, -0.51938, 0.59125)  0.000
C (1.81641, 0.81046, 1.25041)  -0.485
C (0.60290, 0.15925, -1.10671)  -0.505
C (-0.87328, 0.05479, -0.76791)  -0.407
H (-0.28533, -1.08540, 0.97177)  0.025
H (-1.39881, -0.50030, -1.61580)  0.101
H (-1.37397, 0.95971, -0.85322)  0.040
H (-2.12472, -0.46641, 0.99749)  0.026
H (0.75005, 0.31122, -2.18527)  0.068
H (1.28083, -0.50584, -0.68545)  -0.004
H (1.76594, 1.50034, 2.10947)  -0.011

Forces on the atoms, in the same order (eV/Å):
S 0.1 1.2 0.5
P 1.3 0.4 -0.3
O 0.1 0.1 -0.5
O 0.2 -0.3 1.7
O -1.0 -0.3 -0.3
C -0.8 0.3 -1.1
C -0.7 0.6 -0.5
C -1.1 2.5 -0.7
C 0.1 -2.8 -0.5
H 0.1 -0.5 0.7
H 0.4 -0.3 0.8
H -0.6 2.3 0.0
H 0.8 -0.1 0.2
H 0.2 -0.1 0.3
H 0.7 -2.5 0.2
H 0.1 -0.4 -0.4

E_LUMO (alpha / beta): 0.207 / 0.207 hartree
net charge: -2
E_HOMO (alpha / beta): 0.70 / 0.97 eV
multiplicity: 1
orbital gap (alpha / beta): 4.940 / 4.664 eV